[1]
Computed, not measured: an isolated molecule of C23H25ClN4O4, with the ωB97M-V functional and the def2-TZVPD basis.

## Properties
Orbital gap in eV: 8.1
Spin multiplicity: 1
HOMO energy in eV: -8.6
Total energy in eV: -50926.532
Lowest unoccupied orbital energy in eV: -0.46
SMILES: CCCNC(=O)c1ccc(N2CCC3(CC2)CC(c2ccc(Cl)cc2)=NO3)c([N+](=O)[O-])c1
F_max in eV/A: 1.32

Atoms and positions in Å:
C  -0.29  3.08  -3.61
C  -1.77  2.85  -3.92
C  -2.02  1.46  -4.51
N  -1.67  0.41  -3.57
C  -0.66  -0.45  -3.79
O  -0.02  -0.49  -4.82
C  -0.36  -1.35  -2.63
C  -1.33  -1.81  -1.74
C  -0.99  -2.55  -0.64
C  0.35  -2.86  -0.34
N  0.73  -3.37  0.86
C  -0.23  -3.87  1.82
C  -0.72  -2.76  2.76
C  0.38  -1.69  2.91
C  1.74  -2.39  2.88
C  1.99  -3.00  1.48
C  0.26  -0.55  1.88
C  -0.08  0.61  2.79
C  -0.38  1.95  2.31
C  -0.71  2.96  3.22
C  -1.01  4.23  2.77
C  -0.99  4.50  1.41
Cl  -1.37  6.09  0.85
C  -0.67  3.51  0.50
C  -0.37  2.24  0.95
N  -0.08  0.28  4.02
O  0.21  -1.03  4.19
C  1.30  -2.56  -1.35
N  2.61  -3.12  -1.36
O  3.48  -2.52  -1.96
O  2.77  -4.19  -0.81
C  0.94  -1.78  -2.45
H  0.30  2.96  -4.51
H  0.07  2.36  -2.88
H  -0.13  4.08  -3.22
H  -2.36  2.97  -3.01
H  -2.11  3.59  -4.64
H  -1.40  1.30  -5.39
H  -3.07  1.36  -4.79
H  -2.10  0.46  -2.66
H  -2.38  -1.59  -1.92
H  -1.77  -2.86  0.03
H  -1.06  -4.35  1.31
H  0.29  -4.64  2.40
H  -1.63  -2.29  2.40
H  -0.92  -3.17  3.75
H  2.53  -1.68  3.11
H  1.75  -3.15  3.65
H  2.49  -2.26  0.86
H  2.64  -3.87  1.55
H  1.20  -0.35  1.36
H  -0.52  -0.73  1.14
H  -0.71  2.73  4.27
H  -1.26  5.01  3.47
H  -0.65  3.74  -0.56
H  -0.12  1.48  0.23
H  1.69  -1.54  -3.19

=====

[2]
Computed, not measured: a structure of composition C23H25F3IrN4OS, with the ωB97M-V functional and the def2-TZVPD basis.

## Properties
Orbital gap in eV: 7.5
Spin multiplicity: 1
HOMO energy in eV: -10.5
Total energy in eV: -54088.673
Lowest unoccupied orbital energy in eV: -2.96
Total charge: +1
F_max in eV/A: 0.37

Atoms and positions in Å:
Ir  0.67  0.09  -0.20
F  0.67  -2.00  -4.94
C  -0.39  -2.64  -4.40
F  -1.46  -1.86  -4.59
F  -0.57  -3.76  -5.11
C  -0.16  -2.93  -2.94
C  -0.03  -4.23  -2.50
C  0.23  -4.48  -1.16
C  0.36  -3.40  -0.31
N  0.24  -2.14  -0.72
C  -0.03  -1.88  -2.02
S  -0.11  -0.19  -2.37
H  -0.13  -5.05  -3.21
H  0.33  -5.49  -0.78
H  0.54  -3.56  0.75
C  -3.38  1.07  1.22
C  -1.89  1.15  1.19
O  -1.31  0.50  0.30
N  -1.31  1.89  2.14
C  0.11  2.20  2.35
C  0.86  0.99  2.83
C  1.24  0.87  4.16
C  1.78  -0.32  4.62
C  1.89  -1.38  3.73
C  1.52  -1.17  2.42
N  1.08  0.00  1.95
H  -3.76  1.10  0.20
H  -3.84  1.86  1.81
H  -3.67  0.10  1.64
H  -1.95  2.31  2.79
H  0.14  2.97  3.12
H  0.55  2.61  1.45
H  1.09  1.70  4.83
H  2.08  -0.43  5.65
H  2.25  -2.35  4.05
H  1.59  -1.97  1.69
C  3.47  -1.31  -0.30
N  2.74  -0.11  -0.77
C  2.98  -0.04  -2.23
C  3.37  1.10  -0.15
C  2.51  2.29  -0.46
C  3.01  3.56  -0.71
C  2.12  4.58  -1.03
C  0.77  4.32  -1.13
C  0.28  3.04  -0.89
C  1.15  2.01  -0.52
H  4.52  -1.23  -0.61
H  3.04  -2.20  -0.73
H  3.45  -1.36  0.78
H  4.06  0.01  -2.41
H  2.50  0.84  -2.65
H  2.57  -0.92  -2.72
H  4.39  1.21  -0.53
H  3.43  0.92  0.93
H  4.07  3.75  -0.67
H  2.50  5.58  -1.23
H  0.08  5.11  -1.41
H  -0.78  2.84  -0.99

=====

[3]
Computed, not measured: a structure of composition C23H25F3MgNO4S, with the ωB97M-V functional and the def2-TZVPD basis.

## Properties
Orbital gap in eV: 6.3
Spin multiplicity: 1
HOMO energy in eV: -3.7
Total energy in eV: -58372.179
Lowest unoccupied orbital energy in eV: 2.65
Total charge: -1
F_max in eV/A: 2.36

Atoms and positions in Å:
C  -0.31  -0.51  3.84
C  -0.34  0.73  3.13
C  -1.39  0.66  2.18
H  0.27  1.60  3.34
C  -2.02  -0.60  2.29
C  -1.31  -1.37  3.26
H  -2.95  -0.89  1.79
C  2.89  -1.09  1.80
C  2.64  0.26  2.20
C  2.40  1.05  1.05
H  2.67  0.63  3.23
C  2.55  0.20  -0.09
C  2.83  -1.10  0.37
H  -1.73  1.48  1.55
H  -1.62  -2.34  3.65
H  0.27  -0.73  4.75
H  3.09  -1.94  -0.29
H  2.13  2.09  1.02
H  3.35  -1.87  2.41
Mg  0.77  -1.82  2.38
C  2.55  0.63  -1.55
C  3.83  0.13  -2.22
C  2.52  2.15  -1.70
H  4.70  0.62  -1.76
H  3.81  0.40  -3.28
H  3.95  -0.95  -2.13
H  3.43  2.59  -1.28
H  1.64  2.57  -1.20
H  2.46  2.40  -2.77
C  1.33  -0.05  -2.27
C  -0.02  0.62  -2.03
H  1.23  -1.11  -1.96
H  1.54  -0.06  -3.36
O  -0.19  1.53  -1.21
N  -1.03  0.17  -2.84
C  -2.44  0.19  -2.42
H  -0.79  -0.60  -3.45
C  -2.84  1.42  -1.66
C  -3.83  1.29  -0.68
H  -4.30  0.32  -0.55
C  -4.17  2.38  0.13
H  -4.92  2.25  0.91
C  -3.56  3.62  -0.07
H  -3.80  4.47  0.57
C  -2.61  3.77  -1.10
H  -2.11  4.72  -1.26
C  -2.27  2.68  -1.90
H  -1.60  2.85  -2.74
H  -2.64  -0.70  -1.81
H  -3.03  0.09  -3.33
F  -0.75  -5.75  1.98
C  -0.87  -4.86  0.96
F  -1.17  -5.54  -0.17
F  -1.89  -4.01  1.25
S  0.70  -3.87  0.73
O  1.26  -3.85  2.12
O  1.48  -4.46  -0.31
O  0.19  -2.49  0.48